1.
Computed, not measured: C23H17ClGaN6OS as an isolated structure in a non-equilibrium geometry, with ωB97M-V with the def2-TZVPD basis set.

Properties
LUMO = -3.77 eV
M = 530.67 g mol⁻¹
Net charge = +1

Cartesian coordinates (Å):
N 0.347 -1.609 0.307
C -0.873 -1.810 0.856
H -4.380 -2.150 2.442
H 2.205 -2.375 -0.048
N 2.606 0.170 0.051
H -2.689 -3.893 2.849
H -3.752 2.188 -2.678
H -2.188 2.753 3.103
S -0.234 2.897 0.118
C 3.547 -0.061 -0.854
C 4.841 -0.413 -0.501
C 1.865 0.450 2.292
C -2.401 2.827 -4.197
H 2.068 0.533 3.353
H 4.401 -0.317 2.847
C 1.254 -2.549 0.440
C 2.899 0.064 1.364
C -1.892 -0.867 0.554
O 0.533 0.726 -2.151
C -0.168 -3.912 1.807
H 5.583 -0.587 -1.263
H -3.328 0.359 -1.255
C -0.822 2.387 1.658
H -0.355 -4.794 2.403
C 4.184 -0.278 1.790
H -2.276 3.803 1.721
Ga 0.532 0.573 -0.290
H 3.239 0.047 -1.887
H 1.812 -4.469 1.208
N 0.768 0.867 1.768
C -1.793 1.398 -2.337
C -2.746 2.139 -3.062
C -1.176 -2.937 1.661
C -0.439 1.362 -2.784
N -1.487 0.087 -0.363
C -0.151 2.001 -4.006
C -3.134 -0.991 1.139
C 1.029 -3.729 1.161
Cl -3.563 3.814 -5.000
C -3.401 -2.070 1.994
N -1.905 2.979 2.164
C -2.265 0.604 -1.259
H 0.860 1.936 -4.382
C -2.462 -3.036 2.234
C 5.166 -0.519 0.848
H -0.844 3.214 -5.623
N -0.180 1.504 2.403
H 6.168 -0.778 1.158
H -3.906 -0.263 0.942
C -1.097 2.722 -4.696

Results of the Mulliken charge analysis, in e, for atoms 1 through 2: 0.048 0.527

=====

2.
Computed, not measured: a 11-piece molecular cluster, C28H72N4O12S6 overall in a non-equilibrium geometry, with ωB97M-V with the def2-TZVPD basis set.

Properties
LUMO = 0.14 eV
M = 849.30 g mol⁻¹

Cartesian coordinates (Å):
S 3.255 6.446 0.682
O -4.630 3.232 -4.770
H 2.483 -0.847 -1.363
O -1.595 -1.734 -3.637
H -1.942 -3.390 0.143
H 2.539 7.251 2.868
C -2.077 3.815 0.196
C 5.675 -1.351 -1.361
C 2.961 4.844 1.482
C -1.314 -6.138 -1.661
H 2.399 4.998 2.396
C 0.585 1.878 -3.862
C 0.835 -5.545 2.705
H 1.657 -5.675 1.998
H 3.694 -0.406 -0.096
N -3.827 -1.419 -3.967
O -4.793 4.749 0.115
S 1.295 -6.507 4.181
H 1.530 0.547 1.757
C -3.710 -0.870 -5.299
H -4.456 -0.094 -5.469
C -5.598 2.712 -2.435
H -1.281 -5.133 -1.246
H 1.278 0.506 6.070
O 0.050 -6.992 4.823
O -0.656 0.829 -0.593
H -1.545 4.655 0.671
H 2.216 3.348 -5.449
H 1.759 -5.772 -3.598
H 0.600 1.255 4.615
C 4.076 -1.683 -3.178
H -2.042 -1.057 -0.102
H 0.927 2.130 1.193
H -3.054 -2.306 -2.341
C -5.175 -1.700 -3.471
C 1.158 1.100 0.903
C -1.581 -1.379 0.832
O -0.420 -0.628 1.147
C 1.787 -5.075 5.129
C 4.863 -0.835 3.447
H -1.252 0.087 7.526
O -0.213 3.917 -2.168
O 0.038 -1.894 5.570
C 0.163 4.188 -3.292
H -2.523 1.604 1.837
C -2.752 -1.853 -3.302
H 0.929 -4.513 -2.584
H 2.394 4.241 0.769
H -5.165 -1.788 -2.380
C -0.102 0.457 0.413
C -2.829 2.588 2.198
H -0.072 -5.921 2.251
H 1.627 1.514 -3.831
C 1.170 3.665 -5.457
H 1.367 -1.493 3.259
H 2.487 -2.774 3.792
H 0.677 3.200 -6.315
H -3.662 2.515 2.892
H 1.085 4.739 -5.609
H -1.784 -6.811 -0.945
H -2.793 1.219 -2.478
C 0.842 -5.465 -3.104
H -2.627 0.179 6.431
H 2.250 -5.360 6.075
H -2.821 3.044 -2.553
H -5.185 3.663 -2.101
C -3.038 2.106 -3.059
C -1.777 -0.439 6.733
H -1.998 3.057 2.733
O 4.622 6.432 0.127
S -0.706 -0.632 5.286
S -4.657 2.100 -3.816
H -0.175 1.432 6.280
H -1.824 -6.209 -2.618
C 0.357 0.802 5.568
H 0.266 5.227 -3.643
H -6.639 2.856 -2.726
H 5.003 -1.911 3.322
H -2.095 -1.440 6.993
C 3.349 7.456 2.173
H 3.276 8.484 1.815
H 0.084 1.285 -4.628
H -2.341 -1.227 1.604
O 1.118 -6.202 -0.622
H 0.937 -4.428 5.344
S 3.281 -0.544 4.212
H 6.358 -1.910 -2.025
H -3.893 -1.602 -6.095
H -5.665 2.021 -1.587
O 6.024 -0.970 -0.266
C -1.221 -2.861 0.754
H 0.848 -4.505 3.019
H -5.841 -0.887 -3.739
N 0.541 3.277 -4.199
H -5.104 3.484 1.681
H 2.762 -1.910 2.269
H 2.571 -4.579 4.552
H 4.327 7.331 2.637
N -3.179 3.433 1.063
C 2.406 -1.811 3.298
S 0.406 -6.661 -1.826
C -4.435 3.899 0.902
H -2.735 -0.404 -5.419
H 1.853 1.246 0.082
H 3.904 4.310 1.595
H 0.208 1.712 -2.855
H -2.371 2.155 -3.927
H -2.385 4.137 -0.786
H -1.337 3.022 0.152
H 3.407 0.615 -1.545
O 2.746 0.738 3.655
H 4.878 -0.414 2.436
H -1.193 -3.335 1.737
C 3.463 -0.409 -1.154
N 4.444 -1.180 -1.880
H 3.259 -2.407 -3.136
H -0.208 -2.953 0.357
H 3.762 -0.864 -3.838
H 0.049 -5.402 -3.849
H 4.945 -2.137 -3.653
H -5.530 -2.679 -3.811
H 5.713 -0.410 3.976

Results of the Mulliken charge analysis, in e, for atoms 1 through 2: 0.562 -0.730

=====

3.
Computed, not measured: a 4-piece molecular cluster, C6H18BrO6 overall, with ωB97M-V with the def2-TZVPD basis set.

Properties
LUMO = 3.17 eV
M = 266.11 g mol⁻¹
Net charge = -1

Cartesian coordinates (Å):
C -2.607 -1.263 -0.334
O -3.799 -3.083 -1.481
H 0.652 3.241 -4.146
H -4.712 -1.749 -0.236
H -1.271 0.017 -0.875
O -1.786 -0.676 -1.332
H 0.786 3.970 -1.794
C 1.641 3.428 -2.214
O 2.201 2.600 -1.211
Br 0.157 0.899 0.811
O 2.343 2.046 -4.027
O 0.369 -0.202 4.066
C -3.896 -1.748 -0.961
H -2.862 -3.272 -1.593
H -2.073 -2.108 0.125
H 1.362 -1.264 1.470
C 1.163 -1.313 4.395
H 2.761 -2.465 3.560
O 1.373 -1.998 2.109
H 0.480 1.837 -3.083
C 2.117 -1.627 3.258
H 2.772 -0.767 3.087
H 1.492 2.404 -0.573
H -4.137 -1.065 -1.779
H 1.721 -1.095 5.315
H 2.397 4.135 -2.557
H -2.789 -0.534 0.459
H 2.057 1.462 -4.733
C 1.175 2.618 -3.402
H 0.351 -0.206 3.088
H 0.563 -2.219 4.587

Results of the Mulliken charge analysis, in e, for atoms 1 through 2: -0.461 -0.534

=====

> Which value of M does entry 1 give?

530.67 g mol⁻¹